{
  "formula": "C19H31CrN7S",
  "method": "wB97M-V/def2-TZVPD",
  "elements": ["Cr", "C", "C", "N", "C", "C", "N", "C", "C", "N", "C", "C", "N", "C", "C", "C", "C", "C", "C", "C", "N", "H", "H", "H", "H", "H", "H", "H", "H", "H", "H", "H", "H", "H", "H", "H", "H", "H", "H", "H", "H", "H", "H", "H", "C", "N", "C", "C", "N", "C", "S", "H", "H", "H", "H", "H", "H", "H", "H"],
  "coordinates": [[0.26, 0.18, -0.73], [0.48, -4.11, 0.03], [0.15, -2.69, -0.23], [0.96, -1.69, -0.22], [2.42, -1.87, -0.37], [2.68, -1.40, -1.79], [2.09, -0.03, -1.94], [3.07, 0.98, -1.45], [2.38, 2.30, -1.34], [1.15, 2.13, -0.51], [0.12, 3.17, -0.86], [-0.60, 2.72, -2.11], [-0.98, 1.32, -1.88], [-2.10, 0.82, -2.28], [-3.13, 1.55, -3.07], [-2.30, -0.58, -1.83], [-3.46, -1.33, -1.93], [-3.48, -2.60, -1.38], [-2.35, -3.11, -0.76], [-1.22, -2.31, -0.71], [-1.22, -1.08, -1.22], [1.45, -4.25, 0.49], [0.43, -4.68, -0.90], [-0.28, -4.54, 0.70], [2.75, -2.90, -0.25], [2.95, -1.26, 0.37], [2.18, -2.06, -2.49], [3.74, -1.39, -2.03], [1.93, 0.14, -2.93], [3.93, 1.03, -2.12], [3.44, 0.66, -0.48], [2.08, 2.66, -2.32], [3.02, 3.06, -0.90], [1.38, 2.26, 0.47], [0.59, 4.14, -1.00], [-0.57, 3.23, -0.02], [0.04, 2.76, -3.00], [-1.46, 3.36, -2.30], [-2.66, 2.23, -3.79], [-3.76, 2.15, -2.41], [-3.77, 0.87, -3.62], [-4.34, -0.93, -2.43], [-4.38, -3.20, -1.44], [-2.34, -4.11, -0.35], [-1.60, 1.90, 4.13], [-0.53, 0.94, 3.88], [0.35, 0.49, 4.99], [1.27, -0.54, 4.32], [0.90, -0.39, 2.89], [-0.17, 0.40, 2.74], [-1.02, 0.70, 1.26], [-2.25, 1.51, 4.91], [-2.18, 2.05, 3.23], [-1.17, 2.85, 4.46], [-0.26, 0.07, 5.78], [0.89, 1.35, 5.39], [1.07, -1.55, 4.66], [2.32, -0.31, 4.47], [1.14, -1.07, 2.20]],
  "s2": 0.761,
  "multiplicity": 2,
  "energy_ha": -2567.68820,
  "homo_lumo_gap_ha": [0.2626, 0.2756],
  "charge": 3,
  "largest_force_ev_per_a": 1.622
}